No. 1
The following is a quantum chemistry calculation of a 12-piece molecular cluster, C47H102F18N6O22S6 overall at a distorted geometry, from OMol25.

Atoms and positions in Å:
C (1.592, -2.242, 4.933)
C (2.457, -3.435, 5.390)
C (3.904, -3.239, 5.175)
O (4.937, -4.223, 5.575)
C (4.941, -5.535, 4.867)
N (2.348, -3.651, 6.914)
H (1.445, -3.350, 7.252)
H (2.499, -4.614, 7.181)
H (3.118, -3.180, 7.368)
H (1.907, -1.907, 3.944)
H (1.602, -1.397, 5.622)
H (0.578, -2.573, 4.707)
H (2.072, -4.302, 4.853)
H (4.258, -2.336, 5.673)
H (4.150, -3.257, 4.113)
H (3.955, -5.999, 4.872)
H (5.612, -6.182, 5.431)
H (5.421, -5.585, 3.890)
C (1.012, 4.698, -3.222)
N (2.305, 4.093, -2.628)
C (2.150, 2.564, -2.718)
C (3.569, 4.582, -3.439)
C (2.478, 4.614, -1.141)
C (2.353, 6.179, -0.852)
O (3.383, 6.829, -1.498)
H (0.283, 5.015, -2.477)
H (0.586, 3.964, -3.906)
H (1.257, 5.596, -3.790)
H (1.250, 2.233, -2.199)
H (3.063, 2.198, -2.249)
H (2.051, 2.270, -3.763)
H (3.602, 3.954, -4.330)
H (4.474, 4.286, -2.909)
H (3.395, 5.595, -3.800)
H (3.466, 4.194, -0.953)
H (1.713, 4.038, -0.620)
H (2.462, 6.188, 0.233)
H (1.366, 6.611, -1.018)
H (3.628, 7.606, -0.991)
C (-1.713, 1.434, -6.170)
N (-2.995, 0.754, -6.540)
C (-2.765, -0.605, -7.254)
C (-3.853, 0.512, -5.358)
C (-3.754, 1.779, -7.441)
C (-4.891, 1.185, -8.272)
O (-6.049, 1.025, -7.521)
H (-1.330, 1.862, -7.097)
H (-1.021, 0.713, -5.736)
H (-1.806, 2.224, -5.424)
H (-3.717, -1.073, -7.503)
H (-2.396, -1.334, -6.533)
H (-2.064, -0.450, -8.074)
H (-4.207, 1.472, -4.982)
H (-3.194, 0.208, -4.546)
H (-4.754, -0.099, -5.414)
H (-3.048, 2.372, -8.023)
H (-4.143, 2.575, -6.806)
H (-4.783, 0.236, -8.797)
H (-5.245, 1.834, -9.074)
H (-6.599, 1.754, -7.816)
C (-1.799, 0.224, -1.145)
N (-1.237, -0.414, 0.161)
C (-2.252, -1.528, 0.576)
C (0.235, -0.743, -0.250)
C (-1.169, 0.682, 1.288)
C (-0.822, 0.028, 2.736)
O (-1.954, -0.484, 3.440)
H (-2.608, 0.851, -0.770)
H (-2.254, -0.372, -1.936)
H (-1.149, 0.897, -1.703)
H (-1.747, -1.995, 1.422)
H (-2.367, -2.232, -0.248)
H (-3.220, -1.088, 0.815)
H (0.747, 0.052, -0.793)
H (0.090, -1.602, -0.905)
H (0.764, -1.296, 0.526)
H (-2.221, 0.965, 1.283)
H (-0.455, 1.443, 0.974)
H (-0.356, 0.729, 3.428)
H (-0.176, -0.848, 2.787)
H (-1.547, -0.764, 4.263)
C (-5.647, -0.449, 4.236)
C (-5.435, 0.742, 5.159)
C (-4.618, 1.965, 4.502)
C (-4.223, 2.926, 5.685)
N (-2.815, 3.536, 5.306)
C (-2.195, 4.484, 6.409)
C (-1.530, 3.585, 7.448)
C (-0.747, 2.690, 6.549)
C (-1.699, 2.498, 5.281)
C (-2.860, 4.361, 3.995)
C (-3.531, 5.682, 4.025)
C (-4.421, 5.957, 2.796)
H (-4.925, -1.261, 4.324)
H (-5.449, -0.169, 3.201)
H (-6.629, -0.917, 4.166)
H (-4.898, 0.344, 6.020)
H (-6.430, 1.036, 5.492)
H (-5.376, 2.544, 3.975)
H (-3.753, 1.640, 3.924)
H (-4.114, 2.434, 6.651)
H (-4.918, 3.741, 5.885)
H (-1.510, 5.096, 5.822)
H (-2.861, 5.240, 6.823)
H (-0.874, 4.162, 8.099)
H (-2.329, 3.248, 8.108)
H (0.152, 3.181, 6.178)
H (-0.482, 1.813, 7.138)
H (-1.132, 2.497, 4.350)
H (-2.080, 1.478, 5.337)
H (-3.279, 3.748, 3.197)
H (-1.810, 4.566, 3.785)
H (-2.644, 6.316, 4.025)
H (-4.058, 6.013, 4.920)
H (-4.889, 6.924, 2.981)
H (-5.277, 5.318, 2.577)
H (-3.867, 6.224, 1.896)
C (4.378, 1.135, -5.452)
C (5.121, -0.225, -5.202)
C (4.220, -1.095, -4.217)
C (5.008, -1.921, -3.256)
N (4.343, -3.240, -2.617)
C (3.235, -2.915, -1.608)
C (3.638, -3.711, -0.279)
C (5.193, -3.575, -0.317)
C (5.444, -4.026, -1.782)
C (3.655, -4.128, -3.622)
C (4.601, -4.994, -4.477)
C (4.367, -4.689, -6.008)
H (4.929, 2.003, -5.090)
H (3.335, 1.265, -5.164)
H (4.308, 1.232, -6.536)
H (6.088, 0.163, -4.881)
H (5.363, -0.812, -6.087)
H (3.491, -1.728, -4.721)
H (3.582, -0.398, -3.673)
H (5.450, -1.313, -2.467)
H (5.915, -2.379, -3.650)
H (2.264, -3.210, -2.005)
H (3.164, -1.844, -1.419)
H (3.390, -4.756, -0.466)
H (3.224, -3.269, 0.627)
H (5.728, -4.096, 0.478)
H (5.659, -2.597, -0.200)
H (5.321, -5.108, -1.811)
H (6.383, -3.780, -2.280)
H (2.945, -3.509, -4.171)
H (3.182, -4.861, -2.968)
H (4.423, -6.063, -4.356)
H (5.664, -4.788, -4.358)
H (5.011, -5.386, -6.545)
H (4.630, -3.657, -6.241)
H (3.362, -4.729, -6.428)
C (0.242, -4.245, 1.635)
F (0.937, -4.307, 0.464)
F (0.485, -3.053, 2.213)
F (-1.081, -4.296, 1.367)
S (0.692, -5.723, 2.795)
O (-0.025, -5.488, 4.033)
O (0.217, -6.976, 2.060)
O (2.162, -5.622, 2.962)
C (2.589, 2.110, 2.624)
F (3.048, 3.284, 2.169)
F (2.898, 2.029, 3.900)
F (1.233, 2.090, 2.566)
S (3.470, 0.532, 1.826)
O (3.792, 0.873, 0.411)
O (4.683, 0.043, 2.518)
O (2.377, -0.470, 1.947)
C (-5.439, -3.101, -3.519)
F (-4.345, -2.874, -4.248)
F (-6.144, -1.990, -3.448)
F (-6.111, -4.084, -4.068)
S (-4.975, -3.751, -1.711)
O (-4.783, -2.538, -0.920)
O (-6.115, -4.568, -1.287)
O (-3.696, -4.566, -1.823)
C (-2.825, -3.166, 6.859)
F (-3.063, -3.742, 8.034)
F (-2.504, -4.152, 6.053)
F (-3.988, -2.629, 6.420)
S (-1.367, -1.915, 7.078)
O (-0.244, -2.883, 7.343)
O (-1.182, -1.254, 5.769)
O (-1.799, -1.133, 8.209)
C (0.734, -2.112, -6.137)
F (-0.210, -2.762, -6.864)
F (1.851, -2.827, -6.451)
F (0.930, -0.892, -6.544)
S (0.261, -2.067, -4.234)
O (1.289, -1.238, -3.524)
O (-1.092, -1.534, -4.005)
O (0.386, -3.454, -3.800)
C (-2.846, 4.756, -1.443)
F (-2.223, 5.530, -2.352)
F (-3.940, 5.225, -0.906)
F (-3.161, 3.665, -2.060)
S (-1.408, 4.524, -0.189)
O (-2.073, 4.200, 1.108)
O (-0.633, 3.377, -0.686)
O (-0.688, 5.794, -0.219)

Output
ΔE to the lowest compared entry with this formula, charge and spin, kJ/mol: 371.73
Largest force on an atom, eV/Å: 3.9
Molecular weight, g mol⁻¹: 1637.72
Spin multiplicity: 2
E_LUMO (alpha / beta), eV: -2.023 / -7.107
Total charge: +1


No. 2
The following is a quantum chemistry calculation of a 2-piece molecular cluster, F3H3S2Si2 overall at a distorted geometry, from OMol25.

Atoms and positions in Å:
F (0.186, -0.075, -3.401)
F (0.029, -2.377, -2.423)
F (-1.994, -0.905, -2.504)
Si (0.898, 0.763, 1.331)
Si (-0.438, -0.869, -2.164)
S (-0.052, -0.604, 2.694)
S (-0.169, 2.615, 1.314)
H (2.280, 1.044, 1.655)
H (0.633, -1.675, 2.327)
H (-1.373, 2.084, 1.172)

Output
ΔE to the lowest compared entry with this formula, charge and spin, kJ/mol: 0.00
Largest force on an atom, eV/Å: 1.7
Molecular weight, g mol⁻¹: 180.32
Spin multiplicity: 3
E_LUMO (alpha / beta), eV: 0.427 / -2.984


No. 3
The following is a quantum chemistry calculation of C38H47BrN7O4PS2Zr as an isolated structure at a distorted geometry, from OMol25.

Atoms and positions in Å:
Zr (0.437, 0.330, -0.099)
C (-2.202, -0.537, -2.471)
N (-1.702, 0.655, -1.741)
C (-0.863, 1.497, -2.616)
C (1.796, 1.324, -2.454)
N (2.519, 0.821, -1.260)
C (3.452, -0.316, -1.491)
C (3.358, 1.935, -0.769)
C (4.437, 2.389, -1.525)
C (5.219, 3.432, -1.065)
C (4.921, 4.027, 0.157)
C (3.839, 3.591, 0.894)
C (3.042, 2.540, 0.431)
S (1.652, 2.025, 1.355)
C (-2.861, 1.398, -1.237)
C (-4.099, 1.325, -1.875)
C (-5.191, 2.023, -1.387)
C (-5.070, 2.823, -0.260)
C (-3.839, 2.928, 0.361)
C (-2.747, 2.211, -0.120)
S (-1.176, 2.430, 0.660)
H (-2.539, -0.274, -3.477)
H (-3.022, -0.974, -1.911)
H (-1.430, -1.285, -2.560)
H (-1.395, 2.423, -2.828)
H (-0.729, 0.981, -3.558)
H (2.390, 2.153, -2.819)
H (2.633, 0.113, -3.941)
H (4.199, -0.069, -2.245)
H (2.934, -1.218, -1.788)
H (3.959, -0.503, -0.548)
H (4.671, 1.944, -2.483)
H (6.054, 3.779, -1.656)
H (5.530, 4.840, 0.526)
H (3.588, 4.063, 1.834)
H (-4.235, 0.720, -2.757)
H (-6.140, 1.944, -1.899)
H (-5.920, 3.373, 0.118)
H (-3.710, 3.570, 1.221)
Br (-0.037, -6.867, 1.085)
C (0.541, -5.078, 0.901)
C (1.154, -4.425, 1.979)
C (1.518, -3.102, 1.865)
C (1.260, -2.380, 0.691)
O (1.602, -1.112, 0.604)
C (0.691, -3.055, -0.408)
C (0.599, -2.458, -1.726)
N (0.723, -1.207, -2.015)
C (0.839, -0.826, -3.392)
C (0.355, -1.458, -4.467)
C (0.482, -0.846, -5.791)
C (0.824, 0.445, -5.956)
C (1.131, 1.273, -4.791)
C (0.953, 2.614, -4.796)
C (0.860, 3.596, -3.690)
C (0.611, 3.334, -2.404)
N (0.467, 1.931, -2.010)
C (1.626, 0.433, -3.631)
C (0.356, -4.415, -0.290)
H (1.348, -4.968, 2.894)
H (2.003, -2.582, 2.680)
H (0.510, -3.177, -2.542)
H (-0.196, -2.387, -4.397)
H (0.186, -1.435, -6.648)
H (0.767, 0.905, -6.934)
H (0.749, 3.047, -5.770)
H (0.928, 4.637, -3.978)
H (0.487, 4.083, -1.634)
H (-0.037, -4.943, -1.152)
C (-0.731, -1.761, 5.280)
N (0.300, -0.756, 5.449)
C (0.814, -0.580, 6.808)
C (0.768, -0.075, 4.382)
C (1.916, 0.871, 4.605)
O (0.274, -0.217, 3.251)
H (-1.673, -1.443, 5.734)
H (-0.421, -2.695, 5.752)
H (-0.874, -1.930, 4.216)
H (0.167, -1.131, 7.485)
H (0.797, 0.466, 7.108)
H (1.826, -0.970, 6.912)
H (2.436, 0.721, 5.544)
H (1.542, 1.895, 4.565)
H (2.609, 0.760, 3.775)
N (-2.528, 0.668, 2.947)
C (-3.376, -0.267, 2.221)
P (-2.518, -1.403, 1.097)
O (-3.472, -1.927, 0.068)
O (-1.195, -0.818, 0.612)
C (-2.176, -2.946, 2.091)
N (-2.722, -4.078, 1.275)
H (-1.725, 0.207, 3.372)
H (-3.057, 1.157, 3.659)
H (-1.591, 1.832, 1.841)
H (-4.079, 0.271, 1.577)
H (-3.979, -0.907, 2.878)
H (-2.733, -2.910, 3.024)
H (-1.123, -3.117, 2.300)
H (-3.203, -4.782, 1.832)
H (-1.971, -4.542, 0.758)
H (-3.361, -3.601, 0.584)

Output
Largest force on an atom, eV/Å: 1.5
Molecular weight, g mol⁻¹: 932.08
E_LUMO, eV: -5.860
Total charge: +2


No. 4
The following is a quantum chemistry calculation of C7H12BiClIO3P as an isolated structure at a distorted geometry, from OMol25.

Atoms and positions in Å:
C (-0.405, -1.737, -0.665)
C (0.773, -0.880, -1.107)
H (-0.055, -2.776, -0.637)
H (-1.238, -1.687, -1.382)
H (-0.776, -1.446, 0.328)
O (1.850, -1.373, -1.505)
I (1.074, 0.992, 0.100)
Bi (-3.897, 0.425, 0.335)
P (0.117, 0.540, -2.571)
C (1.674, 1.022, -3.328)
C (-0.803, -0.532, -3.698)
H (-1.905, 1.681, -1.810)
H (-1.193, 2.395, -3.289)
H (-0.481, 2.750, -1.685)
C (-0.966, 1.981, -2.296)
H (-1.814, -0.725, -3.321)
H (-0.871, 0.027, -4.635)
H (1.471, 1.281, -4.375)
H (2.362, 0.168, -3.266)
H (-0.267, -1.473, -3.872)
H (2.097, 1.890, -2.813)
C (3.259, -0.559, 1.443)
O (4.141, -1.100, 1.890)
Cl (-4.178, -0.768, -1.809)
O (0.450, 0.063, 3.554)
C (-0.418, -0.158, 2.838)

Output
ΔE to the lowest compared entry with this formula, charge and spin, kJ/mol: 266.67
Largest force on an atom, eV/Å: 3.1
Molecular weight, g mol⁻¹: 546.48
E_LUMO (alpha / beta), eV: -11.071 / -10.882
Total charge: +2